197
Properties=species:S:1:pos:R:3:forces:R:3 method="wB97M-V/def2-TZVPD" homo_lumo_gap_ev=8.023 homo_energy_ha=-0.2224 molar_mass_g_mol=1110.60 multiplicity=1 total_charge=-1 lumo_energy_ev=1.97
C 8.51391 -8.12861 -19.91441 -0.318 1.187 1.396
C 7.29419 -8.21219 -18.92356 0.943 -1.272 1.387
C 6.82719 -9.68688 -18.95884 -0.628 0.751 -1.090
O 7.60029 -7.87245 -17.60107 0.587 0.258 -0.415
H 8.94407 -7.13690 -19.77447 -0.091 0.043 -0.123
H 8.29416 -8.23161 -20.97705 -0.091 -0.431 -0.017
H 9.31246 -8.76759 -19.53741 -0.056 -0.566 -0.271
H 6.49033 -7.56143 -19.26769 -0.367 0.117 -0.502
H 5.99031 -9.95672 -18.31469 -0.005 0.345 0.168
H 7.63242 -10.39658 -18.76903 0.179 0.060 -0.174
H 6.45124 -9.76159 -19.97922 -0.008 -0.831 -0.275
C 3.88862 -13.92420 -16.69339 0.845 0.257 1.266
O 5.32490 -14.03939 -16.59880 -1.225 -0.110 0.020
C 6.03179 -13.31006 -17.56568 0.706 -0.111 0.256
C 7.49199 -13.76683 -17.39729 -0.448 -0.352 0.587
N 8.07356 -13.36033 -16.06915 0.170 -0.819 -1.442
C 9.16058 -14.27261 -15.76019 1.211 0.011 0.993
C 9.92921 -13.77603 -14.55376 0.894 0.202 1.491
O 11.02760 -14.65776 -14.14863 0.356 0.041 -1.125
C 12.07328 -14.01378 -13.43063 -0.751 0.544 0.538
H 3.55464 -14.28914 -15.72212 -0.223 0.043 -0.047
H 3.38736 -14.52190 -17.45471 0.473 -0.015 -0.428
H 3.60747 -12.87502 -16.78431 -0.119 -0.019 -0.180
H 6.01141 -12.22937 -17.42499 -0.266 0.374 0.538
H 5.52411 -13.44475 -18.52079 0.643 -0.423 -0.576
H 8.14256 -13.44498 -18.21048 0.036 0.546 0.073
H 7.53650 -14.85428 -17.45699 -0.335 -0.299 -0.079
H 7.43632 -13.42210 -15.28799 -0.673 0.129 -0.266
H 9.90915 -14.31281 -16.55148 -0.316 -0.170 -0.417
H 8.83235 -15.27419 -15.48233 -0.223 -0.399 -0.526
H 9.31050 -13.74256 -13.65700 -0.471 0.357 -0.104
H 10.28716 -12.76453 -14.74571 0.154 0.079 0.008
H 12.83557 -14.68443 -13.03410 -0.382 -0.640 -0.376
H 11.63739 -13.52620 -12.55864 -0.039 0.208 0.251
H 12.62542 -13.23701 -13.95965 -0.232 0.084 -0.603
C -2.66284 -8.47607 -23.40866 0.664 -0.102 0.439
O -1.51483 -7.83149 -23.87003 0.601 1.899 -1.189
C -0.92336 -8.38706 -25.04688 0.726 -0.892 2.197
C 0.52563 -7.88582 -25.26527 -0.289 -0.375 -0.970
N 1.55574 -8.13619 -24.26456 -0.152 -0.012 -0.260
C 2.95878 -7.88743 -24.74751 -0.639 -0.196 2.742
C 3.87601 -8.04559 -23.47694 -0.440 -0.247 -1.594
O 3.51645 -7.20074 -22.43571 -0.028 0.466 0.033
C 4.38246 -7.35616 -21.31075 -0.506 0.717 -0.568
H -2.25404 -9.35979 -22.91873 -0.862 -0.476 0.254
H -3.39954 -8.72612 -24.17211 0.046 -0.077 -0.267
H -3.12236 -7.79697 -22.69050 -0.038 -0.216 0.096
H -1.57665 -8.29542 -25.91459 0.156 0.376 -0.229
H -0.86790 -9.44050 -24.77249 0.225 -0.577 -0.628
H 0.48342 -6.83768 -25.56148 0.026 0.307 -0.144
H 0.87075 -8.47374 -26.11576 -0.181 0.198 -0.525
H 1.34656 -7.52201 -23.49053 0.448 0.001 0.375
H 3.11245 -6.88948 -25.15811 -0.103 0.103 -0.283
H 3.28918 -8.67075 -25.42968 -0.275 0.099 -0.240
H 4.89639 -7.86297 -23.81395 0.403 0.111 0.078
H 3.81615 -9.08844 -23.16553 -0.035 -0.319 0.168
H 4.24525 -8.36792 -20.92916 0.288 0.048 0.434
H 4.11753 -6.55324 -20.62283 -0.265 -0.428 0.295
H 5.41427 -7.12492 -21.57530 0.244 -0.412 -0.211
C 2.59060 -10.49563 -18.12052 0.457 0.982 0.000
O 2.77978 -11.66206 -18.85807 -0.274 -0.977 -1.367
C 3.58089 -11.46001 -20.03010 0.180 -1.527 -1.129
C 3.37847 -12.59671 -21.13041 -0.785 -0.577 2.049
N 2.02425 -12.69182 -21.74467 1.571 1.932 -0.341
C 1.56216 -11.35671 -22.19615 -2.426 -0.015 0.105
C 0.04969 -11.50314 -22.55516 1.029 -0.240 0.519
O -0.69872 -11.89920 -21.37012 0.925 -0.099 -1.583
C -2.03924 -12.19496 -21.65457 -0.770 0.564 1.032
H 1.83716 -9.85200 -18.57458 0.009 0.216 -0.197
H 3.55700 -9.99318 -18.07926 -0.078 0.554 0.194
H 2.26885 -10.65242 -17.09096 0.012 -0.618 -0.078
H 4.62688 -11.50775 -19.72722 0.239 0.186 -0.027
H 3.42583 -10.54152 -20.59616 -0.282 0.526 0.697
H 3.52084 -13.54704 -20.61591 -0.140 -0.183 0.314
H 4.22453 -12.64742 -21.81576 -0.307 0.799 -0.515
H 1.38380 -12.99947 -21.02683 -0.110 0.056 0.141
H 2.04400 -10.90188 -23.06164 0.378 -0.736 -0.329
H 1.57447 -10.51841 -21.49958 0.323 -0.242 0.806
H 0.07056 -12.26007 -23.33920 -0.710 -0.446 0.046
H -0.36275 -10.58762 -22.97919 0.055 0.188 0.164
H -2.61648 -11.29424 -21.86336 0.072 0.340 -0.406
H -2.47205 -12.52363 -20.70972 0.046 -0.421 -0.035
H -2.27179 -12.91588 -22.43835 0.571 -0.237 -0.125
C 14.52122 -6.55358 -15.59650 -1.562 -1.388 0.089
C 13.22416 -7.34905 -16.12524 2.060 0.254 1.743
C 12.84252 -6.57408 -17.40734 -1.241 -1.995 -0.130
C 11.88821 -7.39714 -18.30310 0.064 -0.588 0.723
C 12.44434 -8.76778 -18.56573 1.789 -0.871 1.800
C 12.82755 -9.64668 -17.22308 -0.132 0.097 -1.165
N 13.64649 -8.80503 -16.32315 -1.896 3.720 -4.653
O 13.91562 -9.43971 -15.20678 0.656 -1.475 3.576
C 11.53016 -10.30410 -16.61208 0.421 1.276 0.237
C 13.82518 -10.73153 -17.67163 -0.839 0.028 -0.185
C 12.12241 -7.22344 -15.07230 -0.186 0.255 -0.308
H 15.31840 -6.65944 -16.33230 -0.031 0.438 0.000
H 14.86592 -6.95898 -14.64523 0.001 -0.158 0.040
H 14.16214 -5.54674 -15.38335 0.476 0.224 -0.369
H 12.17155 -5.76753 -17.11174 0.898 0.725 0.127
H 13.75517 -6.30681 -17.94002 -0.214 0.379 -0.068
H 11.76277 -6.90721 -19.26868 -0.471 0.207 0.123
H 10.95455 -7.53478 -17.75772 -0.439 0.465 -0.329
H 13.40323 -8.50327 -19.01146 0.357 -0.726 -0.434
H 11.86823 -9.39584 -19.24524 -0.079 0.061 0.069
H 11.01824 -11.11463 -17.13079 0.652 -0.130 -0.532
H 11.72129 -10.65635 -15.59842 0.060 0.064 0.052
H 10.75254 -9.54215 -16.55877 -0.012 0.107 0.267
H 14.77780 -10.29866 -17.97697 -0.280 0.240 -0.664
H 14.14124 -11.45478 -16.91989 -0.686 -0.108 0.280
H 13.23141 -11.20781 -18.45182 0.823 -0.638 -0.389
H 12.27443 -7.75021 -14.13022 0.121 -0.570 -0.394
H 11.20769 -7.53079 -15.57917 -0.334 -0.138 0.603
H 12.01761 -6.19278 -14.73340 -0.095 0.296 -0.335
H 14.86110 -9.60416 -15.23202 0.165 -0.093 0.195
C 8.16600 -5.50132 -22.81808 -0.593 -0.050 2.018
C 8.42345 -4.31405 -21.80619 1.338 0.337 -1.536
C 9.33460 -3.33458 -22.61387 -0.826 0.825 0.703
C 9.44168 -1.91666 -21.96516 0.073 -1.015 -1.102
C 8.06941 -1.35271 -21.70874 0.717 0.706 0.097
C 7.13600 -2.26997 -20.94576 -1.678 1.053 0.404
N 7.13890 -3.62062 -21.56611 0.874 1.368 -1.015
O 6.13497 -4.43570 -21.04966 0.390 -0.130 0.199
C 7.33303 -2.23482 -19.34873 1.108 -1.756 -1.821
C 5.76613 -1.59896 -21.25290 0.055 -1.054 0.824
C 9.22401 -4.75197 -20.53532 -1.231 -0.090 -1.164
H 8.96085 -6.24475 -22.75771 0.348 0.285 -0.379
H 7.92956 -5.17890 -23.83210 0.184 0.095 0.159
H 7.31069 -6.04016 -22.41041 -0.275 -0.096 -0.276
H 10.31483 -3.75407 -22.84034 0.096 -0.249 0.471
H 8.88244 -3.20790 -23.59753 -0.235 0.185 -0.057
H 9.94614 -1.33929 -22.73992 0.284 0.438 0.368
H 10.00960 -1.89936 -21.03496 0.255 -0.159 -0.109
H 7.58894 -0.93641 -22.59414 -0.054 -0.890 -0.645
H 8.15621 -0.39843 -21.18922 0.180 -0.106 0.780
H 7.13196 -3.25099 -19.00952 -0.453 0.006 0.326
H 8.41432 -2.21545 -19.21256 0.041 0.681 0.537
H 6.76787 -1.55430 -18.71187 0.151 0.261 -0.550
H 5.06935 -2.03693 -20.53821 -0.490 0.307 -0.236
H 5.86975 -0.52581 -21.09258 -0.179 -0.022 0.146
H 5.44040 -1.79028 -22.27535 0.060 -0.070 0.048
H 9.84994 -5.58934 -20.84374 0.053 0.029 0.376
H 8.45267 -5.07980 -19.83843 0.565 -0.202 0.612
H 9.84707 -3.95236 -20.13465 -0.255 -0.026 0.113
H 6.53147 -4.73239 -20.22724 -0.417 -0.525 0.781
C 6.55368 -10.80382 -22.76852 -0.191 -0.702 -0.058
C 7.84931 -11.15486 -23.57808 -1.542 -1.416 -0.167
C 7.79727 -10.11362 -24.66168 1.277 0.883 -0.313
C 9.12183 -9.94028 -25.39119 -0.510 -0.950 -0.801
C 10.23484 -9.61712 -24.48232 -0.740 -0.330 2.175
C 10.34469 -10.69673 -23.30415 0.659 0.991 -1.135
N 8.96988 -10.92618 -22.71508 2.108 2.802 -3.004
O 9.03106 -11.71804 -21.63783 -0.154 -1.700 1.818
C 11.11575 -11.95679 -23.93379 -0.808 0.374 1.176
C 11.21629 -10.01198 -22.18787 -0.687 -0.131 -0.802
C 7.83031 -12.57291 -24.22716 -0.281 -1.038 -0.188
H 6.63131 -9.81177 -22.32363 0.426 -0.042 0.190
H 6.25769 -11.51282 -21.99534 0.319 -0.112 0.071
H 5.68867 -10.70076 -23.42367 0.021 -0.314 -0.346
H 7.02833 -10.32769 -25.40397 -0.270 0.003 0.347
H 7.58407 -9.21601 -24.08122 -0.205 0.563 -0.574
H 9.06915 -9.15902 -26.14945 -0.225 -0.183 -0.279
H 9.37206 -10.90305 -25.83679 -0.189 -0.002 -0.694
H 9.87991 -8.69862 -24.01489 0.716 0.467 0.292
H 11.15149 -9.47040 -25.05356 0.229 -0.079 0.459
H 11.03427 -12.77542 -23.21873 0.273 -0.099 0.091
H 10.73980 -12.35913 -24.87447 -0.385 0.416 -0.007
H 12.16501 -11.72566 -24.11742 0.017 0.168 0.298
H 10.83400 -9.04659 -21.85622 -0.891 -0.090 -0.056
H 11.27429 -10.63401 -21.29466 0.666 -0.096 -0.220
H 12.14049 -9.65825 -22.64484 0.550 -0.844 0.248
H 7.88412 -13.43514 -23.56250 -0.185 0.348 0.723
H 8.61772 -12.85023 -24.92800 0.579 0.895 0.053
H 6.97126 -12.79145 -24.86149 -0.594 0.498 0.249
H 8.82169 -11.10838 -20.92643 -0.066 -0.110 0.561
C 8.22472 -10.10572 -14.91299 -1.162 -2.347 2.201
O 8.05017 -10.75524 -13.87750 0.364 -1.035 -0.017
N 8.24042 -8.81537 -14.88050 0.602 3.964 0.111
N 8.31158 -10.57320 -16.15022 0.218 -0.681 -2.415
H 8.00924 -8.33963 -14.02008 0.055 -0.092 -0.409
H 8.21444 -8.37700 -15.79004 -0.148 0.843 0.169
H 8.13543 -11.53716 -16.39483 0.278 -0.176 0.643
H 8.24903 -9.87726 -16.87952 0.027 0.068 -0.091
C 4.55621 -8.36585 -15.39314 2.037 0.755 -0.669
O 3.52195 -8.16623 -14.91233 -6.587 0.508 2.913
N 5.00462 -9.54156 -15.78153 0.535 -3.219 -0.933
N 5.45051 -7.43227 -15.57915 3.192 1.786 -1.117
H 4.36330 -10.31723 -15.69696 0.417 0.111 -0.169
H 5.80074 -9.56343 -16.40268 -0.101 -0.578 0.224
H 6.18592 -7.82998 -16.14582 0.889 1.357 -0.267
H 5.36728 -6.42758 -15.51782 -0.471 -0.618 0.153
C 8.39611 -4.73923 -16.19109 -2.344 3.629 2.781
O 8.64414 -3.72000 -15.52178 -0.056 -0.146 -0.885
N 7.19730 -5.09089 -16.65441 -2.661 0.673 -1.171
N 9.18169 -5.72282 -16.33891 5.569 -3.663 -0.559
H 7.14657 -6.02455 -17.03628 -0.465 -0.453 -0.329
H 6.36124 -4.54138 -16.51607 0.515 0.041 -0.005
H 8.97412 -6.51300 -16.93274 -0.403 -0.326 -0.164
H 10.12977 -5.64926 -15.99858 -0.281 0.137 -0.016